1.
Computed, not measured: a gas-phase ion, C23H33N2O2 (charge +1), with ωB97M-V with the def2-TZVPD basis set.

E_tot	-31455.81650	eV
total charge	+1
SMILES	COc1ccccc1N1CC[NH+](CCCCOc2ccc(C)cc2C)CC1
energy relative to the best compared isomer or geometry (same formula, charge and spin)	9.12	kcal per mole

Atoms and positions in Å:
O1 -2.104 -0.520 -0.918
O2 3.388 2.031 -1.327
N1 1.894 -0.004 -0.027
N2 -0.518 1.526 -0.313
C1 -2.988 -2.653 -0.183
C2 5.365 1.365 -0.075
C3 0.166 1.405 0.991
C4 5.192 -0.386 1.548
C5 0.930 0.071 1.035
C6 4.172 2.913 -2.101
C7 -2.905 -0.781 1.344
C8 3.861 -0.543 1.215
C9 -3.767 -2.892 2.109
C10 -2.457 2.597 -1.509
C11 3.250 0.251 0.249
C12 5.948 0.569 0.895
C13 4.022 1.231 -0.401
C14 0.496 1.514 -1.388
C15 -3.030 0.093 -1.818
C16 -3.530 -3.414 0.845
C17 1.296 0.205 -1.314
C18 -3.442 -1.562 2.348
C19 -1.431 2.689 -0.381
C20 -4.335 -3.751 3.192
C21 -2.749 -3.257 -1.532
C22 -2.683 -1.320 0.086
C23 -3.496 1.478 -1.361
H1 4.959 2.381 -2.641
H2 3.486 3.361 -2.819
H3 -1.998 -2.699 -2.086
H4 -4.357 1.737 -1.978
H5 1.169 2.363 -1.253
H6 -1.961 2.758 0.572
H7 -0.830 3.594 -0.500
H8 5.969 2.110 -0.567
H9 -2.512 0.163 -2.780
H10 4.616 3.701 -1.488
H11 -3.771 -4.448 0.647
H12 -2.418 -4.287 -1.429
H13 5.638 -1.016 2.301
H14 -2.665 0.254 1.541
H15 3.274 -1.310 1.698
H16 -1.114 0.652 -0.451
H17 6.991 0.700 1.133
H18 -3.533 -4.300 3.686
H19 -3.614 -1.133 3.324
H20 -3.672 -3.263 -2.113
H21 -4.843 -3.150 3.942
H22 -3.846 1.419 -0.328
H23 2.067 0.207 -2.081
H24 -5.033 -4.478 2.786
H25 -3.897 -0.560 -1.938
H26 1.429 -0.019 1.998
H27 0.005 1.590 -2.357
H28 0.209 -0.752 0.937
H29 -2.988 3.550 -1.516
H30 0.862 2.240 1.104
H31 0.612 -0.633 -1.510
H32 -1.961 2.506 -2.476
H33 -0.569 1.442 1.796

Atoms 1-6, force components in eV/Å:
O 0.00 -0.34 0.41
O -0.08 -0.41 0.40
N -0.13 0.05 -0.06
N -0.38 -0.31 0.02
C 0.16 0.23 -0.11
C -0.02 0.12 -0.14

For each atom in turn, the Mulliken charge in e is: -0.5923, -0.1592, 0.1438, 1.3701, 0.7071, -0.6851, -0.8293, -0.7806, -0.8818, -1.0632, -0.0736, -0.2784, 0.7571, -0.7891, 0.4110, -0.7614, 0.6836, -0.5842, -0.5729, -0.5050, -1.3092, -1.1455, -0.6570, -1.5715, -1.8704, 0.0380, -0.6256, 0.4058, 0.2753, 0.2696, 0.4369, 0.6950, 0.3929, 0.3678, 0.4111, 0.3309, 0.3646, 0.4722, 0.5274, 0.3914, 0.3406, 0.5076, -0.5440, 0.3995, 0.3010, 0.4053, 0.3487, 0.3838, 0.2184, 0.5477, 0.3996, 0.5845, 0.5913, 0.4099, 0.2971, 0.4371, 0.4082, 0.3158, 0.3082, 0.6237

=====

2.
Computed, not measured: 3 unconnected molecules or ions with the total composition C3H9N2O2, with ωB97M-V with the def2-TZVPD basis set.

E_tot	-10326.85206	eV
total charge	+1
energy relative to the best compared isomer or geometry (same formula, charge and spin)	0.00	kcal per mole

Atoms and positions in Å:
O1 1.811 -0.539 -1.092
O2 3.169 1.474 0.068
N1 -2.482 0.464 0.423
N2 -0.656 -0.542 -0.108
C1 -2.640 -0.848 0.804
C2 -1.280 0.631 -0.119
C3 -1.488 -1.481 0.469
H1 3.685 2.180 -0.335
H2 2.424 0.168 -0.795
H3 -3.542 -1.205 1.262
H4 -3.165 1.197 0.539
H5 -1.200 -2.508 0.593
H6 -0.872 1.553 -0.508
H7 2.307 -1.142 -1.647
H8 0.323 -0.695 -0.461
H9 3.608 1.293 0.909

Atoms 1-6, force components in eV/Å:
O -0.03 0.13 0.06
O 0.14 0.08 0.18
N 0.03 0.17 -0.02
N -0.30 0.07 0.22
C 0.14 -0.11 -0.07
C 0.35 -0.27 -0.15

For each atom in turn, the Mulliken charge in e is: -0.6887, -0.6851, -0.0356, 0.0550, -0.3316, -0.0769, -0.2932, 0.3288, 0.3745, 0.3944, 0.2201, 0.4153, 0.3705, 0.3084, 0.3172, 0.3268

=====

3.
Computed, not measured: a gas-phase ion, C4H4O4 (charge -2) in a non-equilibrium geometry, with ωB97M-V with the def2-TZVPD basis set.

E_tot	-12403.25178	eV
total charge	-2
SMILES	O=C([O-])CCC(=O)[O-]
energy relative to the best compared isomer or geometry (same formula, charge and spin)	0.00	kcal per mole

Atoms and positions in Å:
O1 0.895 -2.619 -1.238
O2 -0.344 -2.363 0.616
O3 0.540 2.112 1.138
O4 -1.019 2.770 -0.328
C1 0.664 -0.403 -0.297
C2 0.375 -1.928 -0.317
C3 -0.358 1.886 0.288
C4 -0.623 0.409 -0.056
H1 -1.298 0.322 -0.912
H2 1.261 -0.247 0.599
H3 -1.131 -0.069 0.769
H4 1.183 -0.064 -1.192

Atoms 1-6, force components in eV/Å:
O 0.07 0.16 -0.01
O 0.02 -0.05 0.03
O -0.05 -0.08 0.21
O -0.21 -0.24 0.04
C -0.92 -0.34 0.51
C 0.04 -0.14 -0.29

For each atom in turn, the Mulliken charge in e is: -0.7766, -0.7321, -0.7364, -0.7772, -0.3512, 0.4229, 0.4228, -0.4302, 0.2695, 0.1834, 0.2265, 0.2786

=====

4.
Computed, not measured: a single C4H8N2 molecule in a non-equilibrium geometry, with ωB97M-V with the def2-TZVPD basis set.

E_tot	-7256.27502	eV
total charge	0
SMILES	C[C@@H]1CN=CN1
energy relative to the best compared isomer or geometry (same formula, charge and spin)	36.91	kcal per mole

Atoms and positions in Å:
N1 0.025 -1.584 -0.638
N2 -1.098 0.144 0.351
C1 0.576 1.987 0.051
C2 1.100 -0.671 -0.012
C3 -1.103 -1.045 -0.320
C4 0.283 0.543 0.524
H1 0.015 2.233 -0.723
H2 1.716 -0.325 -0.791
H3 0.434 2.790 0.774
H4 0.463 0.708 1.633
H5 1.714 -1.343 0.641
H6 -1.991 -1.656 -0.359
H7 1.575 2.132 -0.336
H8 -1.557 0.661 -0.293

Atoms 1-6, force components in eV/Å:
N -0.09 1.03 1.16
N 0.50 -0.98 1.95
C 2.32 -1.15 2.03
C -1.72 -1.00 -0.64
C 2.55 -3.20 0.10
C 1.46 1.03 3.10

For each atom in turn, the Mulliken charge in e is: -0.5248, -0.4135, -1.4370, -0.4655, -0.1517, 0.4860, 0.4639, 0.2764, 0.3451, 0.1565, 0.2719, 0.4053, 0.3538, 0.2336

=====

5.
Computed, not measured: a single C5H4N4 molecule in a non-equilibrium geometry, with ωB97M-V with the def2-TZVPD basis set.

E_tot	-11206.74543	eV
total charge	0
SMILES	[H]/N=C(C#N)\C(C#N)=N/C
energy relative to the best compared isomer or geometry (same formula, charge and spin)	86.59	kcal per mole

Atoms and positions in Å:
N1 1.897 -2.338 0.557
N2 -2.025 -1.900 -3.127
N3 -1.528 -2.474 0.603
N4 0.012 0.274 -1.277
C1 -0.557 -1.941 0.006
C2 -0.638 -0.786 -1.246
C3 0.772 -2.201 0.430
C4 -1.451 -1.383 -2.250
C5 0.795 0.814 -0.226
H1 -2.406 -2.193 0.160
H2 1.173 0.089 0.346
H3 1.603 1.257 -0.682
H4 0.091 1.525 0.132

Atoms 1-6, force components in eV/Å:
N 0.97 -0.20 0.37
N 1.01 0.94 2.02
N -0.17 0.06 -0.51
N -1.44 -0.46 -2.14
C -0.83 2.11 -1.03
C 0.93 -2.60 3.07

For each atom in turn, the Mulliken charge in e is: -0.3789, -0.3981, -0.6011, -0.5024, 0.5195, 0.7596, 0.1466, 0.0176, -0.7930, 0.2830, 0.3633, 0.2805, 0.3033

=====

6.
Computed, not measured: a single C4H6FN molecule in a non-equilibrium geometry, with ωB97M-V with the def2-TZVPD basis set.

E_tot	-8451.53933	eV
total charge	0
SMILES	F[C@H]1C=NCC1
energy relative to the best compared isomer or geometry (same formula, charge and spin)	18.34	kcal per mole

Atoms and positions in Å:
F1 0.996 0.119 -2.216
N1 -1.586 0.441 -0.267
C1 -0.779 0.965 -1.058
C2 -0.797 -0.557 0.573
C3 0.667 -0.405 0.156
C4 0.646 0.643 -0.934
H1 -1.290 1.683 -1.649
H2 1.264 -1.256 -0.147
H3 1.363 -0.104 0.975
H4 -1.243 -1.560 0.560
H5 -1.026 -0.399 1.666
H6 1.242 1.582 -0.980

Atoms 1-6, force components in eV/Å:
F 0.25 -0.57 0.18
N 0.12 -2.79 2.14
C -1.19 1.12 0.38
C -1.31 0.17 1.31
C 1.72 0.66 1.26
C 0.57 0.67 -2.25

For each atom in turn, the Mulliken charge in e is: -0.3293, -0.4557, -0.4144, -0.3754, -0.6836, 0.4807, 0.4612, 0.3440, 0.2488, 0.2468, 0.2399, 0.2371

=====

7.
Computed, not measured: a single C18H24N4O7S molecule in a non-equilibrium geometry, with ωB97M-V with the def2-TZVPD basis set.

E_tot	-50177.50410	eV
total charge	0
energy relative to the best compared isomer or geometry (same formula, charge and spin)	95.41	kcal per mole

Atoms and positions in Å:
S1 1.248 0.928 1.805
O1 4.037 -0.901 1.770
O2 -4.079 -0.450 -0.778
O3 -4.823 1.025 1.075
O4 -0.878 -1.184 1.438
O5 -3.430 2.370 1.989
O6 4.899 -1.445 -0.127
O7 1.071 -1.549 -0.456
N1 4.151 -0.774 0.554
N2 -3.739 1.555 1.141
N3 3.663 0.585 -1.345
N4 1.888 1.696 -0.666
C1 -0.547 1.755 -0.721
C2 -2.622 -3.191 -0.745
C3 -0.724 0.747 -1.667
C4 0.344 -1.746 1.830
C5 0.730 2.560 -0.683
C6 -2.737 1.234 0.156
C7 1.634 -2.141 -1.603
C8 3.364 0.194 -0.076
C9 -4.102 -2.889 -0.943
C10 2.788 1.484 -1.677
C11 -2.924 0.206 -0.796
C12 -4.372 -1.546 -1.627
C13 1.025 -2.439 0.639
C14 2.233 0.874 0.372
C15 -1.873 -0.012 -1.699
C16 1.246 -0.730 2.548
C17 2.779 2.211 -2.968
C18 -1.562 1.978 0.187
H1 2.665 -2.462 -1.422
H2 0.838 -0.529 3.540
H3 -2.507 -4.177 -0.300
H4 0.056 0.544 -2.385
H5 1.043 -3.006 -1.924
H6 -2.093 -3.186 -1.697
H7 1.633 -1.383 -2.383
H8 0.803 3.197 -1.568
H9 0.097 -2.523 2.564
H10 -1.951 -0.789 -2.440
H11 0.437 -3.327 0.362
H12 -4.561 -3.668 -1.556
H13 2.034 -2.771 0.920
H14 0.740 3.193 0.207
H15 2.944 3.277 -2.810
H16 -4.602 -2.878 0.026
H17 -0.685 -0.556 0.729
H18 -5.445 -1.454 -1.819
H19 1.833 2.081 -3.493
H20 2.272 -1.082 2.638
H21 -3.843 -1.476 -2.582
H22 -2.165 -2.465 -0.077
H23 -1.471 2.738 0.948
H24 3.584 1.819 -3.580

Atoms 1-6, force components in eV/Å:
S 0.21 0.05 0.38
O 0.10 0.06 0.09
O 0.08 -0.07 0.06
O -0.27 0.00 0.10
O -0.33 0.05 0.04
O 0.06 0.27 0.35

For each atom in turn, the Mulliken charge in e is: -0.1767, -0.6743, -0.4667, -0.6167, -0.5763, -0.6760, -0.5990, 0.2749, 1.1388, 1.0784, -0.6675, 0.1506, 0.5823, -0.7199, -0.6211, -0.2829, -1.6892, -0.7839, -1.1008, 0.3631, -0.5735, 0.9939, 1.3266, -0.6365, -0.9187, -0.0314, -0.2682, -0.7834, -1.5858, 0.0489, 0.3499, 0.5073, 0.4868, 0.2194, 0.3461, 0.2335, 0.2424, 0.5176, 0.5166, 0.1455, 0.4237, 0.3975, 0.4582, 0.3714, 0.3503, 0.3132, 0.1379, 0.3451, 0.3365, 0.5121, 0.3517, 0.0821, 0.4686, 0.3774